(1)
This record from OMol25 describes C23H64N12O12Zn as an isolated structure at a distorted geometry. The level of theory is ωB97M-V/def2-TZVPD.

The geometry in XYZ format:
```
112
C23H64N12O12Zn, DFT ωB97M-V/def2-TZVPD
Zn 0.954 -1.562 1.273
C 0.212 -1.690 -1.123
O -0.164 -1.661 -2.282
O 1.414 -1.615 -0.673
O -0.549 -1.616 -0.129
C -2.709 -4.323 -1.655
O -3.474 -5.287 -1.689
N -1.834 -4.063 -2.559
N -2.648 -3.559 -0.575
H -1.273 -3.222 -2.612
H -1.666 -4.739 -3.289
H -3.236 -3.898 0.171
H -1.847 -2.950 -0.475
C 3.108 -3.137 -3.759
O 3.944 -3.450 -4.609
N 1.823 -3.249 -3.976
N 3.465 -2.920 -2.558
H 1.134 -3.113 -3.249
H 1.514 -3.108 -4.925
H 2.771 -2.621 -1.888
H 4.439 -3.020 -2.319
C 0.699 1.547 0.770
O 1.023 0.488 1.313
N 0.145 1.585 -0.410
N 1.012 2.729 1.285
H 0.193 0.740 -0.959
H -0.043 2.501 -0.787
H 1.578 2.809 2.120
H 0.729 3.563 0.794
C 1.644 1.373 -3.821
O 0.498 1.683 -4.031
N 2.676 2.078 -4.110
N 1.982 0.171 -3.401
H 2.504 3.046 -4.334
H 3.617 1.758 -3.945
H 1.359 -0.440 -2.887
H 2.954 -0.055 -3.257
C 4.546 -0.345 -0.582
O 4.660 0.795 0.192
C 5.098 1.933 -0.527
C 5.363 3.005 0.502
N 4.168 3.325 1.254
C 4.500 3.550 2.650
C 3.230 4.035 3.389
O 2.358 3.012 3.839
C 1.452 3.335 4.854
H 3.731 -0.258 -1.304
H 4.387 -1.298 -0.078
H 5.408 -0.497 -1.236
H 4.304 2.237 -1.214
H 6.008 1.865 -1.125
H 5.813 3.902 0.074
H 6.205 2.589 1.062
H 3.585 2.499 1.281
H 5.398 4.166 2.685
H 4.771 2.583 3.081
H 2.701 4.833 2.865
H 3.581 4.530 4.297
H 1.986 3.212 5.797
H 0.573 2.691 4.815
H 1.042 4.343 4.775
C -4.283 -1.064 1.080
C -3.673 0.345 0.888
C -2.937 0.752 2.148
O -2.728 2.149 2.155
C -2.202 2.580 3.412
N -2.748 0.240 -0.227
H -4.425 -1.469 0.079
H -5.188 -0.950 1.677
H -3.573 -1.742 1.556
H -4.437 1.084 0.645
H -2.002 0.226 2.348
H -3.685 0.566 2.923
H -2.722 2.247 4.312
H -2.142 3.663 3.525
H -1.164 2.253 3.497
H -2.039 0.961 -0.213
H -2.220 -0.626 -0.155
C -0.626 -5.056 3.140
C -0.519 -3.673 2.580
C -0.583 -2.543 3.602
O 0.024 -1.336 3.143
C 0.124 -0.388 4.117
N 0.806 -3.566 1.811
H -0.883 -5.773 2.360
H -1.438 -5.104 3.867
H 0.282 -5.364 3.660
H -1.341 -3.549 1.874
H -0.016 -2.847 4.484
H -1.622 -2.362 3.877
H -0.861 -0.132 4.511
H 0.671 0.509 3.831
H 0.652 -0.812 4.975
H 0.725 -4.314 1.132
H 1.535 -3.948 2.401
C -4.125 -1.130 -3.093
C -3.533 0.198 -3.671
C -4.406 1.451 -3.341
O -3.791 2.562 -3.889
C -4.603 3.745 -3.947
N -2.302 0.503 -3.056
H -3.544 -2.011 -3.371
H -5.103 -1.178 -3.575
H -4.286 -1.320 -2.032
H -3.579 0.073 -4.753
H -4.357 1.592 -2.258
H -5.442 1.270 -3.634
H -5.338 3.726 -4.753
H -3.960 4.567 -4.266
H -4.975 4.055 -2.969
H -2.552 0.418 -2.075
H -1.680 -0.292 -3.121
```

Properties
**Energy above the lowest of the compared OMol25 structures with the same formula, charge and spin**: 0.0 kcal/mol
**Orbital gap**: 6.478 eV
**Total charge**: 0
**LUMO**: -0.75 eV
**HOMO energy**: -7.23 eV
**Strongest force on any atom**: 5.8 eV/Å


(2)
This record from OMol25 describes a 8-piece molecular cluster, C23H64N3O11 overall at a distorted geometry. The level of theory is ωB97M-V/def2-TZVPD.

The geometry in XYZ format:
```
101
C23H64N3O11, DFT ωB97M-V/def2-TZVPD
C -1.554 -0.457 1.077
O -2.516 0.040 1.920
H -1.966 -1.260 0.584
H -0.817 -0.926 1.797
H -1.245 0.277 0.385
C -3.476 1.102 -1.071
O -4.173 0.245 -0.238
H -4.023 1.521 -1.993
H -2.590 0.758 -1.609
H -2.906 1.640 -0.420
H -3.532 0.051 0.552
C 0.155 -1.104 -2.211
O 1.341 -1.032 -3.048
H -0.683 -0.980 -2.717
H 0.206 -0.068 -1.896
H 0.291 -1.829 -1.246
H 1.875 -0.353 -3.085
C -2.196 -0.361 5.219
O -1.218 -0.416 4.268
H -2.575 -1.350 5.337
H -2.934 0.242 4.924
H -1.792 0.034 6.083
H -1.579 -0.197 3.503
C -4.721 -2.611 1.796
O -3.867 -2.051 2.808
H -4.354 -2.551 0.690
H -5.618 -2.152 2.085
H -4.745 -3.796 1.974
H -3.265 -1.103 2.545
C 1.731 1.224 2.252
O 2.887 1.028 1.320
C 2.465 1.080 0.022
C 3.773 1.282 -0.955
N 3.225 1.658 -2.218
C 4.206 2.068 -3.108
C 3.749 2.285 -4.593
O 4.886 2.419 -5.449
C 4.347 2.660 -6.702
H 0.858 0.566 2.103
H 1.449 2.296 2.446
H 2.108 0.840 3.306
H 1.723 1.976 -0.131
H 1.962 0.039 0.067
H 4.366 0.229 -0.969
H 4.337 1.833 -0.614
H 2.585 2.367 -2.147
H 4.812 1.359 -3.245
H 4.690 3.054 -2.738
H 3.177 3.211 -4.646
H 3.316 1.391 -5.097
H 3.739 1.961 -6.928
H 5.189 2.505 -7.422
H 3.874 3.712 -6.716
C -7.862 -0.111 3.873
O -7.233 0.841 3.075
C -5.843 1.046 3.462
C -5.300 2.253 2.533
N -3.933 2.347 2.797
C -3.360 3.451 2.103
C -1.844 3.695 2.392
O -1.396 4.899 1.669
C -0.029 5.143 1.956
H -7.911 0.129 4.989
H -7.327 -0.983 3.586
H -8.680 -0.287 3.691
H -5.536 -0.098 3.249
H -5.472 1.072 4.421
H -5.794 3.214 2.655
H -5.700 2.035 1.502
H -3.297 1.564 2.505
H -3.890 4.271 2.536
H -3.572 3.236 0.881
H -1.194 2.847 2.220
H -1.828 4.032 3.469
H 0.291 6.159 1.496
H 0.691 4.312 1.687
H 0.201 5.536 2.882
C 6.259 -1.321 -4.090
O 6.085 -2.727 -3.720
C 5.162 -2.881 -2.644
C 4.847 -4.297 -2.548
N 3.930 -4.650 -1.380
C 2.491 -4.209 -1.639
C 1.797 -4.565 -0.358
O 0.412 -4.300 -0.614
C -0.301 -4.128 0.532
H 5.515 -1.400 -4.863
H 7.299 -1.034 -4.513
H 6.128 -0.666 -3.315
H 4.290 -2.322 -2.912
H 5.490 -2.541 -1.761
H 5.659 -5.037 -2.470
H 4.423 -4.789 -3.390
H 4.221 -4.394 -0.391
H 2.112 -4.681 -2.456
H 2.424 -3.206 -1.925
H 2.272 -4.018 0.413
H 1.856 -5.495 0.095
H -0.232 -5.133 1.053
H -1.338 -3.836 0.341
H 0.044 -3.330 1.075
```

Properties
**Energy above the lowest of the compared OMol25 structures with the same formula, charge and spin**: 70.0 kcal/mol
**Orbital gap**: 7.721 eV
**Total charge**: -1
**LUMO**: 2.21 eV
**HOMO energy**: -5.51 eV
**Strongest force on any atom**: 18.0 eV/Å


(3)
This record from OMol25 describes C23H65N3O5 as an isolated structure at a distorted geometry. The level of theory is ωB97M-V/def2-TZVPD.

The geometry in XYZ format:
```
96
C23H65N3O5, DFT ωB97M-V/def2-TZVPD
C 1.463 7.750 19.094
C 0.978 7.707 17.641
N -0.464 7.602 17.470
C -0.810 7.733 16.030
C -0.633 9.156 15.547
C -1.009 6.365 18.007
C -2.542 6.303 18.011
H 2.548 7.861 19.095
H 1.140 6.854 19.614
H 1.094 8.636 19.611
H 1.435 8.499 17.051
H 1.463 6.823 17.182
H -0.154 7.008 15.520
H -1.821 7.391 15.829
H -1.253 9.861 16.098
H 0.395 9.509 15.613
H -0.925 9.265 14.498
H -0.753 6.358 19.071
H -0.585 5.431 17.606
H -2.848 5.376 18.497
H -2.991 6.218 17.017
H -2.950 7.205 18.463
C -3.984 12.679 15.096
C -3.737 11.178 15.069
N -4.552 10.395 14.124
C -4.415 10.878 12.741
C -3.016 10.740 12.172
C -5.954 10.368 14.538
C -6.648 9.072 14.129
H -3.380 13.179 15.849
H -5.046 12.915 15.176
H -3.677 13.100 14.132
H -2.678 10.964 14.896
H -3.871 10.736 16.064
H -5.048 10.207 12.151
H -4.846 11.878 12.620
H -2.336 11.550 12.450
H -2.557 9.811 12.513
H -2.961 10.699 11.083
H -6.506 11.255 14.194
H -5.985 10.469 15.626
H -7.683 9.035 14.467
H -6.096 8.270 14.619
H -6.649 8.949 13.047
C -6.769 10.896 20.493
C -7.390 9.704 19.775
N -6.473 8.575 19.616
C -6.130 7.977 20.907
C -4.888 7.079 20.864
C -7.027 7.572 18.714
C -7.107 8.063 17.273
H -5.721 11.059 20.243
H -6.842 10.896 21.582
H -7.261 11.828 20.197
H -8.342 9.411 20.242
H -7.680 10.028 18.772
H -5.958 8.737 21.669
H -7.016 7.404 21.229
H -5.042 6.214 20.215
H -4.094 7.645 20.376
H -4.649 6.706 21.855
H -7.975 7.114 19.045
H -6.396 6.681 18.752
H -6.186 8.613 17.068
H -7.959 8.729 17.146
H -7.145 7.226 16.580
C -3.554 9.471 17.911
O -4.655 10.388 18.030
H -2.989 9.450 18.848
H -3.942 8.462 17.743
H -2.926 9.823 17.095
H -5.376 9.863 18.426
C -1.061 10.779 19.379
O -1.302 9.402 19.621
H -0.853 11.275 20.326
H -0.232 10.950 18.688
H -1.943 11.251 18.930
H -1.150 8.915 18.784
C -3.703 13.360 19.052
O -2.636 14.262 18.703
H -3.495 12.863 20.002
H -4.662 13.877 19.150
H -3.761 12.677 18.210
H -2.663 14.986 19.336
C -2.741 7.362 15.342
O -2.365 8.431 14.495
H -3.701 6.914 15.056
H -1.971 6.596 15.229
H -2.819 7.672 16.392
H -3.157 8.988 14.328
C -1.357 12.625 15.923
O -0.678 13.140 17.062
H -1.698 13.432 15.267
H -0.723 11.939 15.372
H -2.237 12.099 16.314
H -1.345 13.483 17.679
```

Properties
**Orbital gap**: 8.424 eV
**Total charge**: 0
**LUMO**: 0.66 eV
**HOMO energy**: -7.76 eV
**Strongest force on any atom**: 13.0 eV/Å


(4)
This record from OMol25 describes a 10-piece molecular cluster, C23H65N9O15 overall at a distorted geometry. The level of theory is ωB97M-V/def2-TZVPD.

The geometry in XYZ format:
```
112
C23H65N9O15, DFT ωB97M-V/def2-TZVPD
C -1.003 -4.255 22.484
C 0.024 -3.967 23.543
O 0.084 -2.542 23.660
O -0.521 -4.051 21.184
H -1.855 -3.592 22.631
H -1.270 -5.312 22.465
H 0.985 -4.424 23.306
H -0.260 -4.235 24.560
H 0.192 -2.176 24.541
H -0.105 -3.189 21.117
C -5.190 -9.743 14.251
C -4.349 -11.012 14.260
O -4.104 -11.567 15.540
O -6.426 -9.995 14.800
H -5.212 -9.356 13.232
H -4.718 -8.839 14.636
H -3.386 -10.935 13.756
H -4.968 -11.692 13.675
H -4.781 -12.241 15.640
H -6.579 -9.339 15.484
C -8.648 -2.549 18.337
C -7.558 -3.567 18.733
O -8.032 -4.918 18.619
O -9.599 -2.745 19.373
H -9.198 -2.670 17.404
H -8.306 -1.518 18.253
H -7.328 -3.285 19.760
H -6.688 -3.415 18.094
H -8.807 -5.019 19.177
H -10.300 -2.091 19.331
C -5.385 -11.797 22.187
C -4.608 -12.220 23.419
O -5.265 -13.324 24.006
O -6.572 -11.216 22.529
H -5.420 -12.683 21.554
H -4.939 -10.971 21.634
H -4.714 -11.315 24.019
H -3.558 -12.490 23.310
H -6.217 -13.276 23.890
H -6.869 -10.799 21.717
C -9.182 2.674 22.780
C -7.689 2.742 22.481
O -7.033 3.476 23.496
O -9.680 3.980 23.034
H -9.455 2.013 23.603
H -9.680 2.263 21.902
H -7.599 3.366 21.591
H -7.135 1.804 22.515
H -7.531 4.293 23.573
H -10.636 3.905 23.081
C -13.664 -4.616 26.314
O -14.369 -4.084 27.139
N -13.461 -5.866 26.158
N -12.950 -3.912 25.506
H -14.035 -6.484 26.715
H -13.144 -6.268 25.287
H -13.194 -2.935 25.426
H -12.470 -4.300 24.706
C -8.744 -1.429 8.874
O -8.646 -0.733 7.904
N -9.056 -0.933 10.012
N -8.516 -2.659 8.888
H -8.971 -1.546 10.810
H -9.008 0.060 10.190
H -8.406 -3.338 9.628
H -8.335 -3.040 7.971
C -15.192 -7.809 20.852
O -14.072 -7.215 20.880
N -15.474 -8.985 20.346
N -16.297 -7.319 21.253
H -16.445 -9.177 20.146
H -14.734 -9.421 19.814
H -16.429 -6.563 21.909
H -16.983 -8.058 21.304
C -16.285 -0.664 18.953
O -15.470 -0.126 19.664
N -17.392 -0.109 18.744
N -16.145 -1.828 18.372
H -18.005 -0.659 18.159
H -17.710 0.702 19.256
H -16.872 -2.046 17.706
H -15.371 -2.384 18.706
C -11.725 6.600 15.295
C -12.756 5.649 14.706
C -14.048 5.837 15.547
C -15.334 5.384 14.963
C -15.503 5.903 13.529
C -14.333 5.552 12.590
N -13.075 5.888 13.284
O -11.892 6.058 12.505
C -14.210 4.052 12.349
C -14.513 6.347 11.366
C -12.136 4.237 14.984
H -12.084 7.623 15.181
H -10.743 6.621 14.823
H -11.558 6.277 16.323
H -14.101 5.385 16.538
H -14.321 6.871 15.762
H -16.237 5.500 15.562
H -15.339 4.294 14.933
H -15.695 6.964 13.688
H -16.353 5.403 13.067
H -13.991 3.474 13.247
H -15.222 3.858 11.993
H -13.531 3.701 11.571
H -13.905 6.022 10.522
H -15.559 6.182 11.107
H -14.529 7.435 11.433
H -11.788 4.161 16.014
H -11.232 3.933 14.458
H -12.875 3.436 14.950
H -11.555 6.915 12.776
```

Properties
**Orbital gap**: 7.672 eV
**SMILES string**: CC1(C)CCCC(C)(C)N1O.NC(N)=O.NC(N)=O.NC(N)=O.NC(N)=O.OCCO.OCCO.OCCO.OCCO.OCCO
**Total charge**: 0
**LUMO**: 0.02 eV
**HOMO energy**: -7.65 eV
**Strongest force on any atom**: 8.8 eV/Å